Entry from OMol25: C20H41N2P3SSn as an isolated structure (ωB97M-V/def2-TZVPD).

The geometry in XYZ format:
```
68
Properties=species:S:1:pos:R:3:forces:R:3:lowdin_charge:R:1
Sn 0.085 0.835 -1.020 -1.1004 -1.9117 2.2021 0.97
P 0.202 -1.397 1.032 0.2075 -0.9847 0.7924 0.76
P 1.317 2.096 0.933 0.3825 0.5237 0.5075 0.77
P -0.609 -1.263 -2.564 -0.8478 -0.7421 -0.4277 0.77
H 2.080 2.088 -2.499 -0.3948 0.0333 0.2208 0.02
C 1.078 1.705 -2.725 0.9301 0.8039 -1.0236 -0.32
C -0.098 2.501 -2.435 0.2083 1.1045 -1.7217 -0.25
H 0.027 3.499 -2.003 0.0474 -0.3842 -0.0505 0.07
C 1.701 -2.456 0.939 0.1249 0.2707 -0.3958 -0.23
C 0.202 -1.024 2.827 -0.1074 0.6460 0.0175 -0.25
C -1.111 -2.676 1.027 -0.3811 0.1877 -0.3924 -0.24
C 1.792 3.772 0.430 0.0064 0.2462 -0.3374 -0.20
C 0.276 2.348 2.405 -0.4580 -0.2048 -0.0492 -0.20
C 2.869 1.349 1.530 0.0886 -0.3401 -0.2473 -0.20
C -0.613 -0.899 -4.345 0.0331 0.6345 -0.0160 -0.22
C -2.317 -1.815 -2.243 -0.0795 0.3461 0.2742 -0.21
C 0.421 -2.769 -2.462 0.4407 0.2485 0.3529 -0.21
H 1.082 1.035 -3.588 -0.2698 0.1061 0.3391 0.01
H -0.967 2.393 -3.102 0.3178 -0.0476 0.3397 0.10
H 1.634 -3.247 1.702 -0.0265 0.2610 -0.2170 0.09
H 2.597 -1.852 1.123 -0.1185 -0.2458 -0.0239 0.04
H 1.784 -2.913 -0.054 0.0719 0.0218 0.3182 0.03
H 0.063 -1.965 3.382 0.1115 0.2855 -0.2019 0.08
H -0.628 -0.346 3.063 0.1556 -0.2219 0.1263 0.05
H 1.143 -0.555 3.145 -0.2534 -0.1648 -0.0454 0.05
H -1.017 -3.278 1.942 0.0180 0.1553 -0.2904 0.08
H -1.035 -3.339 0.156 -0.0456 0.1526 0.2914 0.04
H -2.097 -2.193 1.024 0.1268 -0.2791 0.0669 0.04
H 1.801 4.404 1.329 0.1055 -0.1095 -0.2788 0.08
H 1.071 4.193 -0.283 0.1992 0.0192 0.2878 0.05
H 2.788 3.780 -0.031 -0.3132 -0.0060 0.1045 0.04
H 0.657 1.776 3.261 -0.0609 0.1859 -0.2686 0.07
H -0.757 2.039 2.206 0.1311 0.1035 0.1305 0.04
H 0.277 3.419 2.648 0.0019 -0.2935 -0.0164 0.08
H 3.151 1.831 2.479 -0.1446 -0.0788 -0.2493 0.10
H 3.671 1.511 0.796 -0.2960 -0.0881 0.2035 0.03
H 2.763 0.269 1.696 0.0370 0.3502 0.0288 0.03
H -1.123 -1.725 -4.865 0.1896 0.2066 0.1891 0.09
H 0.408 -0.801 -4.729 -0.1769 -0.0992 0.0080 0.06
H -1.160 0.034 -4.549 0.0832 -0.2764 -0.0435 0.07
H -2.659 -2.397 -3.109 0.0693 0.0683 0.2186 0.09
H -2.969 -0.940 -2.118 0.0599 -0.2516 -0.1192 0.06
H -2.379 -2.429 -1.336 0.0222 0.1492 -0.2963 0.04
H 0.332 -3.311 -3.414 -0.0688 0.1673 0.2244 0.09
H 0.110 -3.430 -1.644 0.0700 0.2308 -0.2695 0.05
H 1.475 -2.487 -2.318 -0.2374 -0.2087 -0.1191 0.06
C 4.708 1.727 -3.343 0.7818 -0.2320 0.1894 -0.60
C 5.846 0.725 -3.336 -1.3758 0.0324 0.6147 -0.19
C 6.206 0.394 -1.937 0.1854 0.1729 0.5545 0.04
C 5.931 1.269 -0.918 0.5027 -1.0768 0.0768 -0.04
C 5.228 2.483 -1.139 -0.3853 0.3988 -1.6286 0.01
C 4.593 2.718 -2.367 0.1527 0.5570 0.7642 -0.07
S 3.722 1.029 -4.453 -1.0248 0.9493 -0.9555 1.10
H 5.301 -0.067 -3.943 1.9428 -0.5780 0.4844 0.08
H 6.729 1.091 -3.893 -0.2554 -0.0899 -0.1117 0.19
H 6.758 -0.530 -1.769 0.1119 0.2907 0.0665 0.15
H 6.275 1.056 0.096 0.0408 -0.0087 -0.3851 0.14
H 5.138 3.209 -0.327 0.0308 -0.1682 -0.2690 0.14
H 3.973 3.596 -2.553 0.1180 -0.1613 0.1940 0.13
N -2.520 2.825 -0.753 -0.1014 0.3646 -0.2247 0.02
C -3.754 2.999 -0.241 0.6266 -0.6043 0.0561 0.02
C -4.037 1.844 0.470 -0.2475 -0.2691 0.2314 0.01
C -2.935 1.001 0.339 -0.0425 1.0018 -0.4604 -0.10
N -2.003 1.617 -0.433 0.3133 -0.8358 0.4418 -0.13
H -2.026 3.486 -1.344 -0.1600 -0.3276 0.2100 0.15
H -4.315 3.907 -0.421 0.0232 -0.1193 0.0603 0.16
H -4.937 1.628 1.015 -0.1347 0.0257 0.0506 0.13
H -2.778 0.015 0.753 0.0383 0.1079 -0.1028 0.11
```
Forces are in eV/Å.

Results
Net charge = +4
Relative energy (zero: lowest compared OMol25 entry of this formula, charge and spin) = 85.75 kcal/mol
Spin multiplicity = 1
Highest occupied orbital energy (spin up / spin down) = -19.674 / -20.295 eV
HOMO-LUMO gap (spin up / spin down) = 5.83 / 6.97 eV
Molar mass = 553.262 g/mol
LUMO energy (spin up / spin down) = -13.84 / -13.33 eV


Entry from OMol25: C20H42B3Cl12FO3S as an isolated structure (ωB97M-V/def2-TZVPD).

The geometry in XYZ format:
```
82
Properties=species:S:1:pos:R:3:forces:R:3:lowdin_charge:R:1
C 3.697 -0.252 -0.179 -0.5890 -0.5157 0.2967 -0.14
C 2.795 -1.067 -1.181 0.2652 0.8771 -1.0128 -0.24
C 2.241 -0.166 -2.362 0.4850 0.5730 0.8642 -0.21
C 1.393 1.055 -1.850 -0.7069 -0.5211 0.2045 -0.22
C -0.163 0.812 -1.961 0.4878 0.5843 0.8173 -0.21
C -0.883 2.023 -1.255 -0.0438 -0.8952 -0.4491 -0.07
B -2.457 1.845 -1.088 -0.3285 0.8778 -0.8183 -0.46
O -3.213 2.947 -0.541 0.5838 -1.9087 1.7564 0.18
B -3.694 2.411 0.694 -0.6052 -0.1007 -1.5685 -0.83
S -3.033 3.085 2.297 0.3084 -0.2492 0.3700 0.78
O -4.637 1.357 0.571 2.1699 0.1746 -0.8311 0.20
B -4.329 0.512 -0.539 -0.5830 -1.0478 -0.5240 -0.44
C -5.301 -0.742 -0.862 0.2546 0.8908 -0.1226 -0.08
C -5.557 -0.928 -2.396 -0.9240 -0.0987 1.1264 -0.21
F -4.415 -1.281 -3.100 -0.2034 0.2118 0.2408 -0.05
O -3.202 0.678 -1.382 -0.0178 1.4125 1.9747 0.27
H 3.373 -0.519 0.856 0.2630 0.5300 -0.6056 0.07
H 4.772 -0.525 -0.234 -0.7452 0.2708 -0.2150 0.03
H 3.580 0.843 -0.350 0.2438 -0.7953 0.3146 0.06
H 3.457 -1.818 -1.672 -0.8383 0.0816 0.5206 0.10
H 1.905 -1.519 -0.697 0.7786 -0.0378 -0.0639 0.10
H 1.598 -0.776 -3.035 0.6758 0.3730 0.2168 0.10
H 3.147 0.232 -2.879 -0.7788 -0.4291 -0.0233 0.09
H 1.586 1.237 -0.762 -0.0160 -0.1766 -0.8008 0.10
H 1.661 2.018 -2.350 -0.2239 -0.7967 0.1379 0.11
H -0.491 0.652 -3.010 0.1925 0.2838 0.5932 0.12
H -0.459 -0.102 -1.391 0.3968 0.4645 -0.5026 0.12
H -0.589 2.985 -1.735 -0.4204 -0.5371 0.3342 0.12
H -0.466 2.079 -0.212 -0.3895 0.0732 -0.6845 0.13
H -2.144 2.094 2.670 -0.8954 0.4096 -0.5736 -0.11
H -6.259 -0.500 -0.334 0.5217 -0.4217 -0.6154 0.10
H -4.919 -1.681 -0.412 -0.1079 0.5364 -0.3016 0.08
H -6.300 -1.747 -2.539 0.4897 0.5677 -0.0415 0.12
H -5.982 0.019 -2.791 0.3979 -0.5666 -0.1209 0.12
Cl -6.579 -2.748 1.457 -0.0653 -0.1075 0.0454 0.61
C -6.223 -2.851 3.202 0.0520 -0.0351 0.0852 -0.70
C -4.852 -2.313 3.534 -0.0976 0.1219 0.0913 -0.65
Cl -3.550 -3.353 2.906 0.0235 0.0106 -0.0599 0.55
H -6.331 -3.891 3.511 0.1715 0.3842 -0.4730 -0.04
H -6.987 -2.265 3.714 0.0259 -0.0059 -0.0436 0.05
H -4.727 -2.267 4.617 -0.0592 -0.0953 -0.0296 0.07
H -4.708 -1.311 3.131 -0.0166 -0.0854 -0.0578 0.07
Cl 7.008 1.850 0.565 -0.0362 -0.0493 0.0516 0.54
C 8.013 1.997 -0.901 0.1808 0.0472 -0.0470 -0.68
C 7.189 1.937 -2.165 0.1341 0.1856 -0.0672 -0.67
Cl 6.501 0.319 -2.442 -0.0655 -0.0571 -0.0016 0.55
H 8.764 1.208 -0.877 -0.1405 -0.0511 -0.0122 0.06
H 8.523 2.959 -0.842 -0.2099 -0.2019 -0.0149 -0.02
H 7.818 2.165 -3.027 0.0571 -0.0759 0.0629 0.04
H 6.369 2.654 -2.143 -0.0017 -0.0959 0.0853 0.07
Cl 7.894 0.717 -5.805 -0.0048 0.0617 -0.0145 0.55
C 9.413 -0.116 -6.213 0.1078 -0.0530 -0.0808 -0.66
C 9.846 -1.068 -5.122 -0.0114 -0.1353 -0.1473 -0.66
Cl 10.360 -0.209 -3.648 -0.0215 0.0383 0.0471 0.54
H 10.173 0.640 -6.407 -0.0533 -0.0111 0.0974 0.07
H 9.236 -0.666 -7.137 -0.0172 -0.0483 0.0835 0.07
H 10.699 -1.655 -5.461 0.0006 0.0896 -0.0100 0.07
H 9.045 -1.755 -4.851 -0.0109 0.1326 0.0416 0.07
Cl -13.100 -2.659 1.827 -0.0250 0.0289 0.0209 0.53
C -11.575 -2.409 0.940 0.1020 0.0002 -0.0900 -0.67
C -10.368 -2.812 1.754 0.0412 -0.1324 -0.2247 -0.67
Cl -10.090 -1.718 3.132 0.0210 0.0094 0.0758 0.54
H -11.525 -1.362 0.644 -0.0145 -0.0353 0.1095 0.07
H -11.631 -3.017 0.037 0.0397 -0.0372 0.0764 0.07
H -9.472 -2.773 1.134 -0.0437 0.0625 0.0236 0.03
H -10.468 -3.825 2.142 -0.0648 0.0921 0.0443 0.07
Cl -6.988 -4.761 5.484 -0.1342 -0.2536 0.5354 0.63
C -7.604 -4.499 7.136 -0.1587 -0.0270 0.2002 -0.63
C -6.891 -3.363 7.833 -0.1265 0.0444 0.0192 -0.66
Cl -5.196 -3.761 8.207 0.0315 0.0173 -0.0518 0.54
H -7.503 -5.433 7.686 0.0991 0.0567 -0.0527 0.07
H -8.666 -4.269 7.046 0.0623 0.0649 -0.0320 0.08
H -7.383 -3.146 8.781 -0.0049 -0.0800 -0.0358 0.07
H -6.900 -2.456 7.229 0.0404 -0.0890 -0.0197 0.07
Cl 9.447 4.926 -1.957 0.0862 0.2590 -0.1899 0.59
C 10.862 5.205 -0.910 0.1592 -0.0496 0.1568 -0.64
C 10.702 6.439 -0.053 0.0163 -0.0770 0.1172 -0.67
Cl 10.747 7.936 -1.016 -0.0313 0.0014 -0.0162 0.54
H 11.743 5.271 -1.546 -0.1061 0.0642 -0.0272 0.07
H 10.965 4.324 -0.275 -0.0508 0.0624 0.0286 0.07
H 11.521 6.498 0.664 0.0140 -0.0464 -0.0803 0.07
H 9.765 6.422 0.501 0.0086 0.0058 -0.1121 0.07
```
Forces are in eV/Å.

Results
Spin multiplicity = 1
Highest occupied orbital energy = -9.711 eV
HOMO-LUMO gap = 9.94 eV
Molar mass = 839.490 g/mol
LUMO energy = 0.23 eV


Entry from OMol25: C20H42B3N2O11P as an isolated structure (ωB97M-V/def2-TZVPD).

The geometry in XYZ format:
```
79
Properties=species:S:1:pos:R:3:forces:R:3:lowdin_charge:R:1
O -1.342 -0.538 -0.025 0.4489 0.2219 -0.0497 -0.27
P -2.641 -0.484 -0.697 0.8942 -0.7303 0.5284 0.43
O -3.709 -1.267 0.233 -0.3663 0.8253 -0.8131 -0.13
O -3.238 1.013 -0.835 -0.2508 -0.6456 -0.4454 -0.12
C -2.646 -1.261 -2.341 -0.1455 1.0330 0.6449 -0.07
B -1.562 -0.612 -3.313 -0.9552 -0.6481 1.1175 -0.55
O -1.510 -1.039 -4.629 0.8796 0.5526 0.3515 0.28
B -0.554 -0.366 -5.367 -0.3242 0.1239 -0.7784 -0.29
O -0.310 0.976 -5.104 0.4904 -0.9964 0.6909 0.27
B -0.039 1.107 -3.747 0.2559 1.2650 0.5849 -0.47
C 1.021 2.200 -3.276 -1.0012 -1.2345 -0.0831 -0.06
O 1.084 2.137 -1.858 0.3270 0.6927 -0.4710 -0.03
C 1.777 3.145 -1.240 -0.1585 -0.4211 0.2459 -0.27
C 2.203 4.318 -1.819 -0.2856 -0.0490 -1.2116 -0.03
C 2.867 5.263 -1.071 0.3864 0.9747 -0.2488 -0.10
C 3.109 5.075 0.259 0.1547 0.1122 0.5480 -0.10
C 2.670 3.896 0.832 0.2998 0.1292 1.5203 -0.08
C 2.023 2.945 0.107 -0.5466 -0.8906 -0.0302 0.00
O -0.689 0.334 -2.798 -0.1110 -0.1328 -1.4761 0.29
H -3.651 -0.814 1.088 -0.1150 -0.3461 0.1259 0.08
H -2.890 1.406 -1.647 0.0365 0.2722 0.2204 0.07
H -3.660 -1.138 -2.740 0.1478 -0.5116 -0.1978 0.11
H -2.397 -2.313 -2.172 -0.3547 0.0110 -0.1695 0.09
H 0.113 -0.914 -6.180 -0.2593 -0.0802 -0.1841 0.12
H 1.975 1.898 -3.736 0.0498 0.5400 0.0522 0.15
H 0.662 3.161 -3.664 0.3608 0.0663 0.0525 0.13
H 2.013 4.525 -2.865 0.0711 -0.0522 0.0388 0.10
H 3.201 6.188 -1.533 -0.0951 -0.1273 -0.1245 0.11
H 3.607 5.827 0.858 0.0122 -0.0490 -0.0847 0.10
H 2.819 3.717 1.900 0.0959 0.0407 -0.3197 0.09
H 1.658 2.030 0.563 0.0763 0.0737 -0.0222 0.13
C 8.028 4.129 6.396 -0.0634 -0.1263 0.0094 -0.12
O 6.995 3.609 7.211 0.1443 0.2162 -0.1081 -0.19
C 6.198 4.603 7.844 -0.2327 -0.2161 0.2842 -0.22
C 4.800 4.641 7.256 0.1624 -0.0162 -0.2710 -0.22
N 4.809 5.168 5.896 -0.1108 -0.0992 0.0936 -0.05
C 3.552 4.988 5.171 0.2587 0.0774 -0.1039 -0.20
C 3.070 3.562 4.908 -0.3037 0.1219 -0.1334 -0.23
O 3.875 2.829 4.002 0.0040 0.0023 0.2494 -0.19
C 5.014 2.212 4.575 0.0304 -0.0456 -0.3350 -0.09
H 8.680 3.302 6.116 -0.0466 -0.0384 0.0391 0.09
H 7.631 4.576 5.478 0.0828 0.1152 0.0075 0.08
H 8.621 4.874 6.934 -0.0065 0.0347 -0.0396 0.09
H 6.673 5.587 7.806 0.0120 -0.0141 -0.1521 0.12
H 6.118 4.316 8.897 0.0071 0.0345 0.0062 0.12
H 4.164 5.275 7.882 -0.0172 -0.0008 -0.0147 0.12
H 4.403 3.618 7.292 -0.0265 -0.0065 0.1902 0.10
H 5.545 4.712 5.374 0.0247 0.0156 0.0110 0.07
H 3.681 5.475 4.201 -0.0967 -0.0110 -0.0103 0.11
H 2.765 5.537 5.698 -0.0171 -0.0588 0.0419 0.12
H 2.089 3.642 4.430 0.0145 -0.0104 -0.0164 0.12
H 2.908 2.993 5.831 0.1572 -0.0108 0.0359 0.11
H 4.840 1.899 5.607 0.0166 0.0878 0.0327 0.09
H 5.884 2.871 4.523 0.0532 -0.0341 0.1856 0.07
H 5.246 1.328 3.979 -0.0724 -0.0029 -0.0087 0.09
C -8.084 -6.512 -3.208 0.0857 -0.0192 0.1121 -0.12
O -6.976 -7.352 -2.947 -0.1796 0.1248 -0.1779 -0.19
C -6.398 -7.930 -4.112 0.2643 -0.2951 0.1518 -0.22
C -5.030 -7.339 -4.396 -0.1536 0.2650 0.0599 -0.21
N -5.132 -5.952 -4.839 0.1356 -0.0986 0.0792 -0.05
C -3.858 -5.236 -4.874 -0.2769 0.1156 -0.0293 -0.20
C -3.101 -5.049 -3.560 0.2671 0.1225 -0.1740 -0.22
O -3.738 -4.184 -2.635 -0.0227 -0.2760 -0.0108 -0.21
C -4.738 -4.788 -1.830 -0.0181 0.3085 0.1022 -0.08
H -8.556 -6.278 -2.255 0.0529 -0.0413 0.0264 0.09
H -7.776 -5.571 -3.677 -0.1044 -0.0016 -0.0970 0.08
H -8.819 -7.011 -3.847 -0.0001 0.0419 -0.0335 0.09
H -7.059 -7.840 -4.979 -0.0069 0.1509 0.0237 0.12
H -6.272 -8.996 -3.902 -0.0134 -0.0044 -0.0330 0.12
H -4.538 -7.928 -5.175 0.0170 0.0155 -0.0024 0.12
H -4.439 -7.428 -3.476 0.0248 -0.1896 -0.0081 0.10
H -5.758 -5.456 -4.219 -0.0311 -0.0129 -0.0120 0.07
H -4.072 -4.241 -5.274 0.1019 0.0108 -0.0057 0.12
H -3.200 -5.731 -5.595 0.0296 -0.0465 0.0548 0.12
H -2.151 -4.565 -3.807 -0.0170 0.0219 0.0060 0.12
H -2.839 -6.000 -3.083 -0.1546 -0.0344 0.0456 0.11
H -4.515 -5.834 -1.610 -0.0293 -0.0292 -0.0901 0.09
H -5.721 -4.703 -2.301 -0.0416 -0.1835 0.0257 0.07
H -4.782 -4.237 -0.890 0.0776 0.0210 -0.0193 0.09
```
Forces are in eV/Å.

Results
Spin multiplicity = 1
Highest occupied orbital energy = -8.350 eV
HOMO-LUMO gap = 8.58 eV
Molar mass = 549.969 g/mol
LUMO energy = 0.23 eV